{
  "formula": "C36H72O27",
  "method": "ωB97M-V/def2-TZVPD",
  "de_lowest_kj_mol": 546.1,
  "e_lumo_ev": 0.45,
  "total_charge": 0,
  "homo_ev": -9.180,
  "gap_ev": 9.63,
  "smiles": "COC(=O)OC.COC(=O)OC.COC(=O)OC.COC(=O)OC.COC(=O)OC.COC(=O)OC.COC(=O)OC.COC(=O)OC.C1CCOC1.C1CCOC1.C1CCOC1",
  "symbols": ["C", "O", "C", "O", "O", "C", "H", "H", "H", "H", "H", "H", "C", "O", "C", "O", "O", "C", "H", "H", "H", "H", "H", "H", "C", "O", "C", "O", "O", "C", "H", "H", "H", "H", "H", "H", "C", "O", "C", "O", "O", "C", "H", "H", "H", "H", "H", "H", "C", "O", "C", "O", "O", "C", "H", "H", "H", "H", "H", "H", "C", "O", "C", "O", "O", "C", "H", "H", "H", "H", "H", "H", "C", "O", "C", "O", "O", "C", "H", "H", "H", "H", "H", "H", "C", "O", "C", "O", "O", "C", "H", "H", "H", "H", "H", "H", "C", "C", "C", "O", "C", "H", "H", "H", "H", "H", "H", "H", "H", "C", "C", "C", "O", "C", "H", "H", "H", "H", "H", "H", "H", "H", "C", "C", "C", "O", "C", "H", "H", "H", "H", "H", "H", "H", "H"],
  "xyz": [[-2.522, 17.726, 0.641], [-1.291, 17.011, 0.555], [-0.813, 16.654, -0.616], [-1.284, 16.935, -1.692], [0.206, 15.855, -0.407], [0.741, 15.143, -1.515], [-2.861, 17.643, 1.669], [-3.236, 17.099, 0.098], [-2.540, 18.755, 0.294], [1.546, 15.713, -1.979], [0.063, 15.110, -2.372], [0.960, 14.101, -1.321], [-3.075, 10.203, 4.116], [-3.715, 9.124, 4.745], [-3.426, 7.887, 4.401], [-2.518, 7.547, 3.682], [-4.249, 7.073, 5.049], [-4.034, 5.686, 4.830], [-2.050, 10.336, 4.466], [-3.622, 11.140, 4.120], [-2.951, 9.997, 3.045], [-4.270, 5.373, 3.817], [-4.657, 5.137, 5.536], [-3.021, 5.406, 5.121], [-4.175, 10.996, -0.495], [-4.207, 9.714, 0.109], [-3.587, 8.678, -0.401], [-2.941, 8.648, -1.415], [-3.853, 7.614, 0.366], [-3.353, 6.364, -0.093], [-4.709, 11.059, -1.441], [-3.155, 11.362, -0.592], [-4.606, 11.634, 0.275], [-2.323, 6.150, 0.190], [-3.501, 6.197, -1.157], [-3.974, 5.670, 0.475], [-8.181, 18.169, 7.213], [-7.781, 16.929, 7.731], [-7.022, 16.122, 7.014], [-6.554, 16.377, 5.930], [-7.002, 14.938, 7.601], [-6.277, 13.867, 7.026], [-7.402, 18.636, 6.604], [-8.430, 18.924, 7.955], [-9.033, 18.074, 6.538], [-6.926, 13.002, 7.079], [-5.298, 13.741, 7.491], [-5.967, 14.080, 5.999], [4.088, 15.981, 6.229], [3.300, 16.232, 5.095], [2.066, 15.731, 4.977], [1.439, 15.184, 5.840], [1.715, 15.888, 3.716], [0.532, 15.223, 3.293], [4.484, 14.967, 6.074], [3.590, 15.906, 7.200], [4.931, 16.652, 6.367], [0.560, 14.831, 2.280], [-0.306, 15.928, 3.240], [0.216, 14.470, 4.011], [-2.346, 10.635, -4.131], [-3.217, 11.759, -4.033], [-2.728, 12.857, -3.416], [-1.752, 12.818, -2.711], [-3.558, 13.833, -3.658], [-3.297, 15.117, -3.086], [-2.716, 9.846, -3.483], [-1.324, 10.920, -3.882], [-2.264, 10.289, -5.162], [-2.926, 15.032, -2.064], [-4.260, 15.616, -3.032], [-2.545, 15.661, -3.652], [-1.074, 12.835, 0.422], [-1.665, 12.983, 1.695], [-2.899, 13.510, 1.705], [-3.429, 14.103, 0.803], [-3.402, 13.355, 2.917], [-4.709, 13.837, 3.159], [-1.322, 11.902, -0.086], [0.007, 12.687, 0.491], [-1.206, 13.706, -0.211], [-5.382, 13.677, 2.325], [-4.700, 14.878, 3.493], [-5.246, 13.423, 4.015], [-2.797, 15.483, 5.330], [-2.875, 16.475, 4.331], [-3.319, 17.712, 4.586], [-3.350, 18.544, 3.739], [-3.559, 17.867, 5.884], [-4.193, 19.092, 6.242], [-1.866, 15.599, 5.893], [-2.766, 14.477, 4.920], [-3.621, 15.544, 6.042], [-5.200, 19.072, 5.823], [-3.628, 19.953, 5.890], [-4.275, 19.151, 7.325], [-6.646, 15.877, 1.255], [-7.745, 16.052, 0.179], [-8.409, 17.350, 0.628], [-7.398, 18.051, 1.354], [-6.198, 17.285, 1.547], [-5.974, 15.214, 0.703], [-7.052, 15.333, 2.106], [-8.432, 15.211, 0.271], [-7.450, 16.228, -0.854], [-9.296, 17.168, 1.244], [-8.687, 18.047, -0.165], [-5.789, 17.519, 2.531], [-5.424, 17.640, 0.857], [5.011, 12.590, 1.858], [4.254, 11.642, 0.940], [2.836, 12.221, 0.792], [2.892, 13.535, 1.319], [3.935, 13.615, 2.252], [5.851, 13.047, 1.341], [5.313, 12.075, 2.769], [4.316, 10.593, 1.238], [4.611, 11.546, -0.092], [2.121, 11.606, 1.358], [2.477, 12.176, -0.236], [3.541, 13.430, 3.263], [4.328, 14.630, 2.339], [-8.641, 11.469, 1.755], [-9.020, 11.298, 3.213], [-7.682, 11.347, 3.944], [-6.633, 11.254, 2.988], [-7.211, 11.000, 1.705], [-8.733, 12.527, 1.483], [-9.297, 10.967, 1.043], [-9.697, 10.475, 3.432], [-9.587, 12.208, 3.432], [-7.672, 10.464, 4.595], [-7.604, 12.248, 4.555], [-7.281, 9.926, 1.484], [-6.591, 11.437, 0.924]]
}



{
  "formula": "C8H16BF4N2O5Tc",
  "method": "ωB97M-V/def2-TZVPD",
  "e_lumo_ev": [-3.93, -5.87],
  "total_charge": 1,
  "s2": 3.767,
  "homo_ev": [-13.018, -13.651],
  "multiplicity": 4,
  "gap_ev": [9.09, 7.78],
  "symbols": ["Tc", "N", "C", "C", "O", "N", "C", "C", "O", "O", "H", "H", "H", "H", "H", "H", "C", "O", "C", "C", "O", "C", "H", "H", "H", "H", "H", "H", "H", "H", "H", "H", "F", "B", "F", "F", "F"],
  "xyz": [[0.065, -0.050, 0.129], [0.081, 1.113, -1.648], [1.021, 2.248, -1.377], [2.259, 1.643, -0.747], [3.374, 2.029, -0.935], [1.936, 0.507, 0.017], [2.898, -0.595, 0.046], [2.209, -1.813, -0.579], [2.774, -2.770, -0.993], [0.850, -1.680, -0.566], [0.394, 0.587, -2.461], [-0.853, 1.471, -1.852], [0.544, 2.937, -0.681], [1.282, 2.784, -2.283], [3.168, -0.875, 1.064], [3.808, -0.345, -0.488], [0.939, -1.730, 2.740], [-0.046, -0.884, 2.096], [-1.436, -1.090, 2.470], [-2.121, -1.813, 1.352], [-1.889, -1.021, 0.168], [-2.392, -1.624, -1.055], [0.668, -1.838, 3.786], [1.892, -1.220, 2.675], [0.985, -2.701, 2.251], [-1.870, -0.105, 2.626], [-1.487, -1.663, 3.392], [-3.192, -1.872, 1.541], [-1.719, -2.816, 1.201], [-3.364, -2.068, -0.855], [-1.694, -2.382, -1.406], [-2.509, -0.825, -1.781], [-3.050, 2.171, 1.547], [-2.354, 2.335, 0.425], [-0.800, 1.532, 0.930], [-2.677, 1.512, -0.632], [-1.854, 3.532, 0.094]]
}



{
  "formula": "C27H54NO11P",
  "method": "ωB97M-V/def2-TZVPD",
  "e_lumo_ev": -1.45,
  "total_charge": 0,
  "homo_ev": -9.244,
  "gap_ev": 7.79,
  "smiles": "CC(=O)OCC1=CC(=O)c2cc([PH2]=N)ccc2C1=O.CCO.CCO.CCO.CCO.CCO.CCO.CCO",
  "symbols": ["C", "C", "O", "O", "C", "C", "C", "C", "O", "C", "C", "C", "P", "N", "C", "C", "C", "C", "O", "H", "H", "H", "H", "H", "H", "H", "H", "H", "H", "H", "H", "C", "C", "O", "H", "H", "H", "H", "H", "H", "C", "C", "O", "H", "H", "H", "H", "H", "H", "C", "C", "O", "H", "H", "H", "H", "H", "H", "C", "C", "O", "H", "H", "H", "H", "H", "H", "C", "C", "O", "H", "H", "H", "H", "H", "H", "C", "C", "O", "H", "H", "H", "H", "H", "H", "C", "C", "O", "H", "H", "H", "H", "H", "H"],
  "xyz": [[-0.686, -3.274, 4.463], [-0.712, -3.091, 2.981], [-1.217, -2.118, 2.480], [-0.158, -4.049, 2.168], [1.255, -4.101, 2.243], [1.929, -2.852, 1.762], [1.455, -2.053, 0.835], [2.216, -0.838, 0.481], [2.266, -0.448, -0.668], [2.924, -0.201, 1.641], [3.098, 1.137, 1.807], [3.733, 1.572, 2.937], [3.920, 3.357, 3.191], [2.865, 4.169, 2.375], [4.203, 0.711, 3.851], [4.051, -0.616, 3.697], [3.413, -1.049, 2.599], [3.195, -2.505, 2.426], [3.969, -3.350, 2.825], [-0.886, -2.307, 4.894], [0.272, -3.600, 4.839], [-1.461, -3.942, 4.810], [1.641, -4.978, 1.752], [1.542, -4.219, 3.286], [0.520, -2.254, 0.350], [2.744, 1.837, 1.075], [5.246, 3.711, 2.880], [3.782, 3.558, 4.578], [2.261, 4.713, 2.971], [4.688, 1.058, 4.744], [4.406, -1.340, 4.405], [-0.560, 1.117, -3.244], [-0.804, 1.599, -1.824], [-0.363, 0.617, -0.882], [-1.073, 0.170, -3.411], [-0.916, 1.839, -3.981], [0.507, 0.940, -3.409], [-1.869, 1.752, -1.650], [-0.287, 2.544, -1.638], [0.584, 0.460, -0.994], [-3.540, -0.216, -4.932], [-3.216, 0.115, -6.377], [-1.836, 0.442, -6.543], [-3.293, 0.626, -4.285], [-4.597, -0.455, -4.810], [-2.951, -1.071, -4.590], [-3.788, 0.978, -6.710], [-3.459, -0.732, -7.027], [-1.320, -0.318, -6.263], [-1.484, 5.912, -5.848], [-0.865, 4.714, -5.150], [-1.848, 3.717, -4.867], [-2.270, 6.347, -5.230], [-0.734, 6.677, -6.053], [-1.945, 5.615, -6.794], [-0.427, 5.010, -4.205], [-0.079, 4.274, -5.771], [-2.230, 3.444, -5.706], [-4.364, 0.224, 1.130], [-4.708, 0.317, 2.605], [-4.382, -0.883, 3.303], [-4.894, -0.612, 0.671], [-4.634, 1.143, 0.607], [-3.296, 0.044, 0.990], [-5.777, 0.477, 2.736], [-4.172, 1.154, 3.069], [-3.437, -1.037, 3.212], [5.822, -5.911, 4.317], [4.829, -6.860, 4.959], [3.785, -6.140, 5.614], [6.256, -5.250, 5.068], [6.627, -6.457, 3.822], [5.322, -5.281, 3.581], [5.313, -7.480, 5.711], [4.387, -7.520, 4.204], [3.350, -5.601, 4.948], [0.932, 7.060, 0.116], [1.169, 5.644, -0.376], [2.196, 5.610, -1.368], [0.648, 7.710, -0.713], [0.143, 7.087, 0.870], [1.845, 7.473, 0.553], [0.263, 5.244, -0.829], [1.461, 4.989, 0.449], [2.998, 5.951, -0.962], [-3.745, -3.957, -2.221], [-4.573, -2.691, -2.091], [-5.444, -2.530, -3.211], [-3.151, -3.929, -3.135], [-3.073, -4.076, -1.369], [-4.390, -4.836, -2.281], [-3.924, -1.818, -2.050], [-5.175, -2.716, -1.177], [-6.021, -3.298, -3.238]]
}



{
  "formula": "C39H61F15N2O25",
  "method": "ωB97M-V/def2-TZVPD",
  "e_lumo_ev": [-3.09, -9.48],
  "total_charge": 1,
  "s2": 0.755,
  "homo_ev": [-12.420, -12.420],
  "multiplicity": 2,
  "gap_ev": [9.33, 2.94],
  "symbols": ["C", "C", "O", "C", "O", "C", "F", "F", "F", "H", "H", "H", "H", "H", "C", "C", "O", "C", "O", "C", "F", "F", "F", "H", "H", "H", "H", "H", "C", "C", "O", "C", "O", "C", "F", "F", "F", "H", "H", "H", "H", "H", "C", "C", "O", "C", "O", "C", "F", "F", "F", "H", "H", "H", "H", "H", "C", "C", "O", "C", "O", "C", "F", "F", "F", "H", "H", "H", "H", "H", "C", "O", "C", "O", "O", "C", "H", "H", "H", "H", "H", "H", "C", "O", "C", "O", "O", "C", "H", "H", "H", "H", "H", "H", "C", "O", "C", "O", "O", "C", "H", "H", "H", "H", "H", "H", "C", "O", "C", "O", "O", "C", "H", "H", "H", "H", "H", "H", "C", "O", "C", "O", "O", "C", "H", "H", "H", "H", "H", "H", "C", "C", "N", "H", "H", "H", "C", "C", "N", "H", "H", "H"],
  "xyz": [[5.705, 1.691, -4.185], [5.899, 3.162, -3.832], [6.030, 3.487, -2.425], [5.006, 3.451, -1.605], [3.847, 3.117, -1.902], [5.371, 3.810, -0.121], [5.348, 2.764, 0.649], [6.559, 4.300, -0.002], [4.524, 4.688, 0.362], [4.676, 1.389, -3.990], [6.408, 1.038, -3.668], [5.869, 1.552, -5.254], [5.175, 3.663, -4.475], [6.854, 3.502, -4.232], [1.945, 2.880, 1.486], [0.498, 3.133, 0.995], [-0.246, 3.259, 2.196], [-1.570, 3.715, 2.153], [-2.145, 4.203, 1.166], [-2.194, 3.662, 3.613], [-1.514, 2.897, 4.443], [-2.174, 4.872, 4.070], [-3.478, 3.347, 3.489], [1.994, 1.955, 2.061], [2.386, 3.726, 2.013], [2.579, 2.794, 0.603], [0.122, 2.246, 0.486], [0.357, 3.957, 0.296], [-0.738, -8.615, 3.770], [-0.951, -7.179, 4.221], [-1.862, -6.382, 3.469], [-1.667, -6.089, 2.218], [-0.755, -6.456, 1.507], [-2.786, -5.212, 1.639], [-3.752, -4.932, 2.455], [-2.246, -4.167, 1.184], [-3.322, -5.863, 0.591], [-0.495, -9.282, 4.597], [0.164, -8.615, 3.158], [-1.553, -8.984, 3.147], [0.043, -6.731, 4.195], [-1.341, -7.121, 5.237], [0.321, -0.290, 5.177], [-0.469, -0.256, 3.840], [0.161, -1.113, 2.884], [0.307, -2.463, 2.948], [-0.322, -3.245, 3.659], [1.374, -2.945, 1.918], [0.829, -2.959, 0.727], [2.509, -2.183, 1.966], [1.677, -4.210, 2.246], [0.184, 0.678, 5.659], [1.384, -0.344, 4.939], [0.066, -1.154, 5.790], [-0.411, 0.693, 3.308], [-1.494, -0.557, 4.056], [10.507, -0.895, 3.146], [10.119, -0.055, 1.923], [8.911, -0.465, 1.334], [8.162, 0.396, 0.653], [8.266, 1.592, 0.642], [7.019, -0.338, -0.169], [5.883, 0.148, 0.292], [7.078, -0.043, -1.478], [7.105, -1.665, -0.038], [10.631, -1.952, 2.908], [9.888, -0.924, 4.042], [11.449, -0.522, 3.546], [10.919, -0.154, 1.190], [10.060, 0.976, 2.271], [-2.628, 3.570, -1.923], [-3.182, 2.380, -1.418], [-4.438, 2.175, -1.487], [-5.343, 3.000, -1.713], [-4.650, 0.938, -1.072], [-5.941, 0.363, -1.141], [-1.662, 3.625, -1.420], [-3.257, 4.422, -1.666], [-2.560, 3.546, -3.010], [-6.729, 0.887, -0.600], [-5.825, -0.567, -0.585], [-6.272, 0.072, -2.138], [4.088, 7.289, -3.220], [3.305, 6.331, -3.925], [2.308, 5.749, -3.271], [1.918, 6.088, -2.127], [1.787, 4.720, -4.001], [0.834, 3.829, -3.425], [4.916, 7.617, -3.848], [4.565, 6.732, -2.414], [3.524, 8.167, -2.903], [0.066, 4.428, -2.936], [1.303, 3.230, -2.645], [0.308, 3.197, -4.140], [-5.731, 0.043, 2.136], [-5.520, -0.797, 3.273], [-4.591, -1.741, 3.235], [-4.183, -2.305, 2.221], [-4.414, -2.117, 4.517], [-3.688, -3.303, 4.870], [-5.833, 1.094, 2.407], [-6.654, -0.281, 1.654], [-4.837, -0.078, 1.524], [-2.683, -3.529, 4.511], [-4.441, -4.036, 4.583], [-3.676, -3.192, 5.954], [-2.145, -1.124, -0.733], [-0.722, -1.032, -0.641], [-0.058, 0.035, -1.129], [-0.603, 0.954, -1.693], [1.250, -0.168, -0.813], [2.242, 0.692, -1.394], [-2.627, -1.866, -0.097], [-2.554, -1.387, -1.709], [-2.572, -0.167, -0.433], [3.167, 0.298, -0.973], [2.003, 1.751, -1.297], [2.301, 0.374, -2.435], [-6.375, 2.549, -6.276], [-5.223, 1.932, -5.768], [-5.245, 0.709, -5.269], [-6.244, -0.017, -5.373], [-4.035, 0.421, -4.777], [-3.721, -0.779, -4.084], [-6.973, 1.859, -6.870], [-6.184, 3.425, -6.895], [-6.944, 2.937, -5.431], [-4.291, -0.988, -3.179], [-2.682, -0.711, -3.760], [-3.737, -1.668, -4.714], [-1.109, -4.676, -1.988], [-1.310, -4.149, -3.356], [-1.491, -3.718, -4.366], [-2.028, -4.953, -1.471], [-0.617, -3.854, -1.467], [-0.444, -5.530, -2.115], [-6.234, -3.571, 0.641], [-5.406, -3.330, -0.489], [-4.682, -3.173, -1.384], [-6.468, -2.740, 1.306], [-5.946, -4.404, 1.283], [-7.158, -3.856, 0.137]]
}



{
  "formula": "C11H16O",
  "method": "ωB97M-V/def2-TZVPD",
  "de_lowest_kj_mol": 347.4,
  "e_lumo_ev": 0.90,
  "total_charge": 0,
  "homo_ev": -7.645,
  "gap_ev": 8.55,
  "smiles": "CC1=C/C=C(/C)OCC/C(C)=C\\1",
  "symbols": ["C", "C", "C", "C", "C", "C", "O", "C", "C", "C", "C", "C", "H", "H", "H", "H", "H", "H", "H", "H", "H", "H", "H", "H", "H", "H", "H", "H"],
  "xyz": [[-1.072, 0.871, -2.766], [-0.991, 0.718, -1.343], [-0.954, 1.717, -0.467], [-0.730, 1.534, 1.002], [0.334, 1.168, 1.821], [0.188, 1.012, 3.263], [1.603, 0.779, 1.388], [1.837, 0.403, 0.023], [1.395, -1.108, -0.053], [-0.077, -1.486, -0.389], [-0.342, -2.890, -0.179], [-0.986, -0.717, -1.024], [-2.044, 0.554, -3.038], [-0.330, 0.226, -3.261], [-1.014, 1.998, -2.921], [-1.228, 2.713, -0.788], [-1.441, 2.201, 1.453], [1.194, 0.800, 3.737], [-0.436, 0.137, 3.541], [-0.267, 1.855, 3.614], [2.935, 0.428, -0.036], [1.332, 1.137, -0.569], [2.079, -1.509, -0.786], [1.666, -1.544, 0.905], [0.563, -3.494, -0.147], [-1.205, -3.318, -0.840], [-0.816, -2.989, 0.850], [-1.962, -1.182, -1.422]]
}